Record 1
The following is a quantum chemistry calculation of a 12-piece molecular cluster, C36H96O12 overall, from the OMol25 dataset.

LUMO energy	-0.017	eV
E_HOMO	-9.7971	eV

Geometry as ORCA input:
```
! RIJCOSX wB97M-V def2-TZVPD def2/J DEFGRID3
* xyz 0 1
C -8.30491 18.81754 23.78581
C -9.27137 17.69805 23.61402
C -10.68817 18.24497 23.55950
O -8.96745 16.90112 22.45785
H -8.07565 19.42565 22.91075
H -7.38563 18.34651 24.13388
H -8.58428 19.50982 24.58004
H -9.12327 16.94786 24.39080
H -11.42517 17.44350 23.61020
H -10.87211 18.59191 22.54269
H -10.92355 18.93823 24.36701
H -8.09986 16.53859 22.65140
C -13.30080 25.46876 31.20847
C -11.86891 25.43498 31.59090
C -11.44001 24.02381 31.64716
O -11.17632 26.17731 30.60293
H -13.94484 24.71169 31.65588
H -13.44192 25.11999 30.18547
H -13.78660 26.44408 31.17947
H -11.76577 26.00564 32.51384
H -10.88515 23.60689 30.80668
H -12.26381 23.33255 31.82495
H -10.66943 23.87557 32.40368
H -10.24419 26.07004 30.80597
C -6.57264 20.98460 28.42727
C -6.71874 20.12243 29.65043
C -7.35336 18.74637 29.50820
O -5.46504 19.73189 29.99555
H -5.71149 20.95886 27.75955
H -6.47322 22.00572 28.79543
H -7.48695 21.06509 27.83934
H -7.14590 20.72356 30.45309
H -8.35201 18.96102 29.12777
H -7.39237 18.13518 30.40988
H -6.90764 18.18214 28.68901
H -5.18793 19.12431 29.30587
C -15.80589 26.62048 23.41329
C -15.12781 27.78583 22.69763
C -15.99449 28.78545 21.86929
O -14.47292 28.62734 23.64251
H -16.57930 26.98483 24.08944
H -15.12483 26.08293 24.07307
H -16.25415 25.91591 22.71276
H -14.46722 27.27706 21.99559
H -15.34361 29.35564 21.20646
H -16.51945 29.45519 22.55044
H -16.75083 28.16946 21.38287
H -13.94113 28.06704 24.21248
C -6.74100 26.75717 28.16341
C -6.47807 26.91190 29.61313
C -6.94038 28.23425 30.22336
O -7.06571 25.88592 30.46822
H -7.78918 26.95789 27.94172
H -6.57228 25.78888 27.69220
H -6.04794 27.45484 27.69328
H -5.40173 26.79439 29.73874
H -6.42020 29.07944 29.77261
H -6.87885 28.31022 31.30896
H -8.00208 28.33177 29.99669
H -6.32066 25.32086 30.68548
C -12.35037 22.55803 19.43547
C -13.60099 22.63912 18.55674
C -14.94340 23.15663 19.18125
O -13.33882 23.58230 17.51626
H -12.40239 21.80311 20.22000
H -12.04830 23.55103 19.76833
H -11.45678 22.28992 18.87179
H -13.81565 21.69542 18.05531
H -14.87726 24.16418 19.59182
H -15.07293 22.60352 20.11151
H -15.79995 23.06028 18.51405
H -12.86843 24.33643 17.87907
C -5.27740 24.51084 22.03416
C -3.81224 25.04622 22.32843
C -3.10019 24.28101 23.41806
O -3.11348 25.13501 21.06316
H -5.31729 23.42284 22.08695
H -5.71901 24.83264 21.09102
H -5.95817 25.00636 22.72633
H -4.10356 26.05079 22.63518
H -2.11739 24.73242 23.55378
H -2.95213 23.25152 23.09198
H -3.63441 24.37702 24.36331
H -2.92370 24.24336 20.76228
C -12.66744 23.20157 26.18268
C -11.51578 24.19747 26.12986
C -10.84300 24.23765 24.83886
O -11.97273 25.48956 26.38072
H -12.17921 22.23405 26.29943
H -13.27638 23.11618 25.28269
H -13.18393 23.29857 27.13763
H -10.82750 23.91845 26.92768
H -10.53778 23.23310 24.54592
H -9.99124 24.90933 24.94592
H -11.52225 24.70223 24.12410
H -12.14135 25.60820 27.31832
C -19.18384 20.11405 28.91985
C -19.02869 21.50164 29.59509
C -18.47379 22.41630 28.52138
O -20.23425 21.87673 30.13697
H -18.21722 19.73418 28.58902
H -19.86496 20.03126 28.07290
H -19.35103 19.37146 29.70006
H -18.22735 21.55786 30.33183
H -18.83889 23.44154 28.58211
H -18.68278 22.19480 27.47478
H -17.39272 22.53260 28.59795
H -20.85082 21.65178 29.43637
C -13.74188 18.94129 29.43962
C -13.63893 17.59389 30.14268
C -14.86121 17.49308 31.16615
O -13.71573 16.56995 29.20151
H -13.78200 19.69212 30.22877
H -14.63111 19.01738 28.81386
H -12.77675 19.09036 28.95550
H -12.69492 17.51178 30.68141
H -14.63254 18.03880 32.08157
H -15.16257 16.46320 31.35754
H -15.77032 18.02182 30.87968
H -14.17104 15.78612 29.51757
C -11.72851 29.95841 18.22634
C -11.06844 28.58919 18.35369
C -10.68929 28.33829 19.80852
O -11.99697 27.65681 17.99724
H -12.61653 29.92849 18.85769
H -12.04520 30.24541 17.22362
H -11.13697 30.76587 18.65785
H -10.14660 28.56200 17.77269
H -9.78295 28.84188 20.14474
H -10.72687 27.27635 20.05137
H -11.46022 28.80030 20.42521
H -12.61975 28.12331 17.43499
C -11.17502 30.54808 27.24047
C -11.65343 31.61816 28.14300
C -12.78852 32.55300 27.55061
O -12.11825 31.11065 29.37535
H -10.17929 30.18363 27.49307
H -11.01028 30.79844 26.19248
H -11.84985 29.69626 27.32465
H -10.78383 32.21834 28.41075
H -13.71486 32.10090 27.19625
H -12.36152 33.09468 26.70659
H -13.01694 33.38034 28.22249
H -11.50483 30.38980 29.53565
*
```

=====

Record 2
The following is a quantum chemistry calculation of a 12-piece molecular cluster, C36H96O12 overall, from the OMol25 dataset.

LUMO energy (spin up / spin down)	-2.362 / -8.871	eV
expectation value of S²	0.754
E_HOMO (spin up / spin down)	-11.0614 / -11.0614	eV

Geometry as ORCA input:
```
! RIJCOSX wB97M-V def2-TZVPD def2/J DEFGRID3
* xyz 1 2
C -6.42612 0.73833 1.55287
C -5.67696 -0.22279 0.56447
C -6.32731 -0.06143 -0.82868
O -4.33469 0.08136 0.44669
H -6.25480 0.35260 2.55784
H -7.51342 0.81201 1.57428
H -6.01004 1.74576 1.56032
H -5.82888 -1.28881 0.73360
H -6.12602 0.91948 -1.25924
H -7.38797 -0.30646 -0.88401
H -5.90824 -0.64817 -1.64613
H -4.22379 1.02838 0.33514
C 0.91555 0.20622 -6.03029
C 0.73628 0.40711 -4.59547
C 0.24620 -0.93325 -3.98217
O 2.02000 0.57617 -3.88071
H 1.37005 -0.73274 -6.34633
H 1.39971 1.05631 -6.51096
H -0.09902 0.26874 -6.42378
H -0.00151 1.18703 -4.40707
H -0.01860 -0.89958 -2.92536
H 0.93498 -1.77423 -4.06239
H -0.69424 -1.29577 -4.39720
H 2.70086 0.77119 -4.52879
C -2.80497 -2.25062 -2.59752
C -3.57462 -3.37462 -3.22566
C -3.32275 -3.66955 -4.72860
O -3.43121 -4.56471 -2.54954
H -1.79932 -2.49408 -2.25476
H -3.35815 -2.03850 -1.68260
H -2.86126 -1.28971 -3.10898
H -4.65078 -3.20510 -3.19043
H -2.26968 -3.61680 -5.00492
H -3.89112 -2.94877 -5.31640
H -3.58891 -4.68631 -5.01749
H -3.39019 -4.27842 -1.63414
C -0.93794 0.02171 4.77486
C 0.03812 -1.16549 5.01597
C 0.60397 -1.24192 6.47407
O -0.73336 -2.29940 4.71873
H -1.53561 0.15460 5.67665
H -1.57675 -0.05212 3.89476
H -0.46606 1.00291 4.72318
H 0.86464 -1.04641 4.31541
H -0.05703 -1.80012 7.13709
H 0.61697 -0.28698 6.99945
H 1.57545 -1.72149 6.59375
H -1.54334 -2.10954 5.19776
C -1.06751 -0.58838 0.19655
C 0.10047 0.04908 0.90599
C 1.32744 0.20070 0.06399
O -0.31039 1.43142 1.26705
H -1.99654 -0.26462 0.66579
H -0.97864 -1.67452 0.17414
H -1.19859 -0.29612 -0.84532
H 0.35634 -0.53452 1.79033
H 0.96166 0.80126 -0.76886
H 1.72488 -0.77639 -0.21067
H 1.99232 0.86415 0.61704
H -1.22914 1.55064 1.01550
C -3.18325 4.55418 -1.37451
C -3.66703 3.10065 -1.18194
C -2.57800 2.05662 -1.51234
O -4.14737 2.87720 0.14059
H -3.95577 5.30829 -1.22400
H -2.85941 4.63734 -2.41197
H -2.34079 4.75208 -0.71181
H -4.57056 3.03337 -1.78790
H -3.05764 1.07814 -1.53727
H -1.76316 1.99776 -0.79077
H -2.02330 2.21415 -2.43733
H -4.70383 3.61383 0.40388
C 3.58058 3.97446 0.78839
C 4.65309 4.67784 1.68430
C 5.24454 5.86895 0.95433
O 3.86693 5.15187 2.70522
H 3.09335 4.60566 0.04522
H 2.83349 3.37966 1.31390
H 4.00660 3.28652 0.05807
H 5.37514 3.91988 1.98800
H 5.59840 5.53422 -0.02079
H 6.10015 6.27007 1.49760
H 4.54805 6.69631 0.81835
H 3.19144 5.73187 2.34616
C 3.43725 -0.10394 3.13939
C 4.25024 1.05640 3.71073
C 3.97088 1.47431 5.19172
O 5.55318 0.57730 3.66228
H 3.68073 -0.50198 2.15430
H 2.44708 0.32408 2.98294
H 3.48938 -0.91524 3.86545
H 4.27276 1.87137 2.98727
H 4.82163 1.36651 5.86455
H 3.23784 0.76358 5.57332
H 3.65712 2.51818 5.19472
H 5.67919 -0.05871 4.37024
C 7.01375 -0.38114 -1.52151
C 5.49236 -0.26235 -1.43401
C 5.01576 1.20802 -1.21793
O 4.94557 -0.80318 -2.62452
H 7.24546 -1.44333 -1.44299
H 7.58194 0.12471 -0.74089
H 7.33201 -0.01597 -2.49797
H 5.08080 -0.90959 -0.65954
H 5.52417 1.92495 -1.86263
H 5.20577 1.50019 -0.18515
H 3.94436 1.34725 -1.36222
H 4.00425 -0.75218 -2.44306
C 2.48768 3.67098 -3.08603
C 1.53948 4.19353 -4.18800
C 0.16945 4.43192 -3.66787
O 2.11365 5.46304 -4.63831
H 2.71130 4.44777 -2.35480
H 3.44004 3.49635 -3.58666
H 2.22584 2.74143 -2.58060
H 1.44635 3.50085 -5.02442
H 0.14874 5.33969 -3.06486
H -0.05429 3.53779 -3.08601
H -0.51346 4.61642 -4.49714
H 3.00220 5.36600 -4.98856
C -5.40009 -4.62359 0.30504
C -4.15201 -4.38562 1.24148
C -3.84982 -5.66361 2.03102
O -3.09761 -4.17615 0.41478
H -6.37047 -4.40324 0.74989
H -5.48596 -5.59536 -0.18116
H -5.45926 -3.86633 -0.47673
H -4.28627 -3.51780 1.88722
H -3.09275 -5.49013 2.79578
H -3.49914 -6.41002 1.31828
H -4.73112 -6.11220 2.48947
H -2.41073 -3.81627 0.98072
C 0.46408 -4.96657 0.68796
C 0.18952 -4.70160 2.16446
C 1.53944 -4.42920 2.86088
O -0.69422 -3.58802 2.33885
H 1.41296 -5.49663 0.60567
H 0.47023 -4.10376 0.02191
H -0.34037 -5.60100 0.31587
H -0.22256 -5.62226 2.57761
H 2.09640 -5.33166 3.11278
H 1.21077 -4.12429 3.85441
H 2.13946 -3.65095 2.38928
H -0.35303 -3.14840 3.12110
*
```